(1)
# C7H15O3SSi

A structure of composition C7H15O3SSi in a non-equilibrium geometry (ωB97M-V/def2-TZVPD, the OMol25 dataset).

Calculated values
spin multiplicity = 1
net charge = -1
M = 207.347 g mol⁻¹
ΔE to the lowest compared entry with this formula, charge and spin = 0.173 eV
total energy = -1189.10927 hartree

Positions of all 27 atoms, in Å:
H (-0.75411, 2.70253, -1.50692)
S (2.11568, 0.98203, 0.36006)
H (-1.62034, 0.57641, -1.86309)
H (-1.57777, 0.95515, 0.07436)
H (0.84116, -2.48635, -0.62700)
O (3.17419, 0.38189, -0.42379)
C (1.64975, -2.29615, 0.11251)
C (0.41793, 0.29503, -1.54461)
C (0.54655, 0.47159, -0.14153)
H (2.43650, -1.90461, -0.50803)
H (-1.17087, -1.91823, 0.82774)
O (2.02496, 0.23824, 1.81236)
H (0.54205, 3.03768, -0.50332)
O (2.29216, 2.40657, 0.60197)
C (-0.53959, 1.42063, 0.35673)
C (-0.44724, 2.78030, -0.37734)
C (-0.84979, -1.30998, 1.66583)
Si (1.14170, -1.11546, 1.49677)
H (-0.88216, -1.83766, 2.63180)
C (-0.66162, 0.38784, -2.34110)
H (2.22096, -3.19864, 0.53238)
H (-0.67067, 0.11909, -3.30993)
H (-1.42844, -0.39717, 1.74232)
H (-1.15172, 3.60082, 0.05107)
H (1.73063, -1.66621, 2.62308)
H (1.40170, 0.42541, -1.98250)
H (-0.39552, 1.66868, 1.39727)

(2)
# C7H16BCuO

A structure of composition C7H16BCuO in a non-equilibrium geometry (ωB97M-V/def2-TZVPD, the OMol25 dataset).

Calculated values
spin multiplicity = 1
M = 190.562 g mol⁻¹
ΔE to the lowest compared entry with this formula, charge and spin = 4.605 eV
total energy = -2016.63756 hartree

Positions of all 26 atoms, in Å:
H (-0.56564, -1.97668, -0.58793)
H (1.23840, -2.69784, -0.27390)
C (1.63785, -1.47489, 2.30131)
C (-0.09730, 1.73710, -1.40179)
C (0.63026, -0.95510, 1.07161)
H (-2.17719, -0.47318, -0.14419)
H (1.93286, -0.61553, 3.03933)
H (-0.38540, -0.52503, 1.50054)
H (-0.23724, 1.87841, -2.57899)
C (0.95157, 0.48333, -1.27182)
H (1.37801, 1.18810, 0.86680)
Cu (-0.50304, -0.21293, -2.99869)
H (2.64087, -1.81691, 1.75169)
H (-2.37955, 2.45438, 0.99391)
C (-2.46161, 2.62290, -0.16126)
B (-1.61084, 1.36082, -0.86611)
H (0.48042, -0.42771, -1.83456)
C (0.24493, -2.30069, 0.21735)
H (1.91534, 0.79172, -1.90523)
H (2.65768, -0.04959, 0.24858)
H (1.23296, -2.44511, 2.83581)
C (1.48478, 0.17385, 0.24586)
O (-2.22119, -0.00277, -1.02771)
H (-0.27219, -3.08289, 0.93844)
H (-1.95250, 3.67434, -0.39113)
H (-3.56222, 2.69190, -0.56793)

(3)
# C7H16BF

The molecule C7H16BF in a non-equilibrium geometry (ωB97M-V/def2-TZVPD, the OMol25 dataset).

Calculated values
SMILES = CCCCBC[C@H](C)F
spin multiplicity = 1
M = 130.015 g mol⁻¹
ΔE to the lowest compared entry with this formula, charge and spin = 0.000 eV
total energy = -400.99073 hartree

Positions of all 25 atoms, in Å:
H (0.97356, 0.94358, -0.00835)
H (2.65761, -0.05604, 1.95034)
H (-5.08471, 0.40848, -0.94283)
H (-1.32064, 1.17455, -0.79986)
H (2.21602, -0.82806, -0.98243)
H (-3.36150, -0.52676, 0.77986)
C (-4.10154, -0.03117, -1.23637)
H (-1.52899, -0.58249, -1.29177)
C (-3.11732, 0.18564, -0.04135)
H (-1.00084, -1.24825, 1.43092)
H (3.41467, 1.14076, -1.17502)
C (3.80014, 0.51677, -0.34152)
F (-3.42179, 1.45997, 0.48956)
H (-3.76503, 0.50068, -2.15514)
C (1.98675, -0.56242, 1.21418)
H (3.47183, -1.66622, 0.02592)
C (-1.61306, 0.15491, -0.45037)
B (-0.63600, -0.34250, 0.74556)
H (-4.28614, -1.11002, -1.42917)
H (4.80420, 0.12128, -0.60651)
H (0.66317, 1.13337, 1.79817)
C (0.77393, 0.40957, 0.95585)
C (2.87142, -0.73891, -0.08364)
H (1.69477, -1.57433, 1.56887)
H (3.90949, 1.11763, 0.58513)

(4)
# C7H16BN4O3

The ion C7H16BN4O3 with charge +1 (ωB97M-V/def2-TZVPD, the OMol25 dataset).

Calculated values
SMILES = OCCCCNc1nc[nH][n+]1CB(O)O
spin multiplicity = 1
net charge = +1
M = 215.042 g mol⁻¹
ΔE to the lowest compared entry with this formula, charge and spin = 0.000 eV
total energy = -745.81186 hartree

Positions of all 31 atoms, in Å:
H (-1.65204, 0.00821, 3.04305)
H (-3.64488, -1.30869, -0.51039)
N (1.81540, -0.23814, -0.75375)
H (-1.22026, -2.37782, 0.22947)
C (-1.56625, -1.76546, -0.59863)
O (2.75948, 2.57889, -0.21128)
H (-2.64169, 0.08063, -0.79608)
H (-1.88917, -2.44318, -1.38646)
H (0.62982, 3.85296, -1.11862)
H (2.86718, -1.86398, 1.79210)
O (-0.70613, 0.79713, 1.36076)
H (3.66687, -0.03101, 0.17254)
C (1.97975, 0.79939, -1.77181)
C (-2.71593, -0.83148, -0.20004)
O (0.75232, 2.99699, -1.54081)
N (1.07293, -1.80000, 0.64178)
H (-1.29623, 1.53243, 1.16863)
H (1.25370, 0.60202, -2.55688)
H (-3.40163, -1.18407, 1.83692)
C (-1.48307, -0.23044, 1.99069)
B (1.80881, 2.25508, -1.13174)
N (-0.39162, -1.02298, -1.07006)
C (-2.81255, -0.44795, 1.28785)
C (0.77004, -1.02445, -0.42602)
C (2.29571, -1.45959, 0.97283)
H (-0.85881, -1.12020, 1.96242)
N (2.78605, -0.52171, 0.16495)
H (-0.49097, -0.45162, -1.89122)
H (2.70770, 3.45586, 0.18147)
H (2.97444, 0.67105, -2.20248)
H (-3.36897, 0.49212, 1.36080)

(5)
# C7H16BNO

A cluster of 2 separate species, C7H16BNO in total in a non-equilibrium geometry (ωB97M-V/def2-TZVPD, the OMol25 dataset).

Calculated values
spin multiplicity = 1
M = 141.023 g mol⁻¹
ΔE to the lowest compared entry with this formula, charge and spin = 1.920 eV
total energy = -431.07063 hartree

Positions of all 26 atoms, in Å:
H (-0.17700, 3.27456, -1.67400)
H (3.84819, 0.73050, 1.73157)
H (1.14648, -1.69142, 0.58023)
H (1.21111, 2.47291, -0.87003)
H (-1.15877, -1.71348, 1.72033)
C (-2.03007, -1.36500, 1.20677)
H (2.85942, -0.73220, 2.34372)
C (3.01117, 0.05380, 1.60204)
O (-0.76262, 1.67722, -0.46014)
H (2.75901, 0.68028, -0.40629)
H (2.13631, -2.27398, -1.52146)
B (-0.65648, 0.46968, -0.00595)
C (2.45280, -0.01184, 0.38922)
H (0.57181, -2.02709, -1.78764)
H (0.18816, 3.51308, 0.16654)
C (1.33876, -0.83219, -0.03870)
H (-2.94722, 0.04751, -1.37664)
H (-2.43208, -2.16085, 0.64106)
H (-2.73037, -1.03818, 1.88220)
N (-1.79867, -0.28482, 0.25170)
H (-3.85789, -0.66046, 0.13649)
C (-3.13777, 0.13866, -0.25166)
H (-3.36440, 1.17039, 0.06293)
C (1.46021, -1.46218, -1.43789)
C (0.15832, 2.77966, -0.72841)
H (1.91158, -0.75454, -2.15599)

(6)
# C7H16BeI2N2S

A structure of composition C7H16BeI2N2S (ωB97M-V/def2-TZVPD, the OMol25 dataset).

Calculated values
spin multiplicity = 1
net charge = +2
M = 423.106 g mol⁻¹
total energy = -1393.68501 hartree

Positions of all 29 atoms, in Å:
H (-1.42956, 2.47964, 0.90487)
H (-2.47590, 1.49974, -0.93135)
C (-1.66762, 0.79133, -1.12142)
H (-0.09152, 2.03667, -1.19191)
H (-2.79357, -1.03490, -1.23754)
H (-1.24667, 0.29278, 1.98017)
H (1.57235, -1.94300, 1.79910)
C (-0.33353, 0.87423, 1.87557)
C (0.62491, -1.43130, 1.96626)
H (-0.32244, -3.24137, 1.26517)
N (0.77285, -0.03883, 1.45583)
C (-0.48805, 1.94064, 0.79721)
C (-2.05509, -0.57832, -0.58119)
H (3.42834, -0.98526, -3.49178)
H (-1.48054, -1.99020, 1.67266)
C (2.96377, -0.04326, -3.22741)
H (3.52199, 0.81136, -3.59031)
H (-1.53091, 0.72063, -2.19969)
H (-0.12555, 1.33183, 2.84158)
I (3.05043, 0.08290, -1.06862)
H (0.32482, 2.66308, 0.88046)
H (1.63308, 0.32885, 1.85937)
I (0.97736, 0.02317, -3.96452)
H (0.42663, -1.43019, 3.03939)
Be (0.71580, -0.04668, -0.29867)
H (-2.48284, -0.53636, 0.41745)
C (-0.49848, -2.16782, 1.23872)
S (-0.60816, -1.70911, -0.53678)
N (-0.38188, 1.29976, -0.55264)